Density functional theory data (wB97M-V/def2-TZVPD) for a molecular structure, C30H48IrP2S at a distorted geometry.

E_HOMO (alpha / beta), eV: -12.139 / -13.137
Multiplicity: 6
Strongest force on any atom, eV/Å: 6.47
Electronic energy, eV: -64116.8165
Total charge: +2
Gap between HOMO and LUMO (alpha / beta), eV: 6.579 / 4.875
⟨S²⟩: 8.8084
LUMO energy (alpha / beta), hartree: -0.20434 / -0.30362

Each line ends with the Löwdin charge.
Atoms and positions in Å:
1 Ir 0.6365 0.4439 -1.6064  0.913
2 C 2.3045 0.4753 1.7401  -0.159
3 C 1.6736 1.5536 0.9505  -0.190
4 C 0.6765 1.3922 3.0779  -0.141
5 C 1.6495 0.3448 2.9598  -0.196
6 C 0.7422 2.1800 1.9027  -0.189
7 C 3.5193 -0.2894 1.4245  0.000
8 H 3.9239 -0.0731 0.4350  0.064
9 H 3.3051 -1.3678 1.4537  0.112
10 H 4.3537 -0.0907 2.1295  0.128
11 C 1.9707 -0.6777 3.9970  -0.033
12 H 1.8196 -1.7127 3.6270  0.074
13 H 1.3821 -0.5838 4.9238  0.086
14 H 3.0382 -0.5789 4.2667  0.110
15 C -0.0549 1.6840 4.3254  0.012
16 H 0.6735 1.7648 5.1430  0.116
17 H -0.7588 0.8876 4.6079  0.081
18 H -0.6054 2.6290 4.2709  0.092
19 C 0.3815 3.6143 1.9034  -0.024
20 H 1.1143 4.2205 2.4732  0.134
21 H -0.5768 3.7767 2.4075  0.085
22 H 0.3288 4.0595 0.9023  0.081
23 C 2.5754 2.5013 0.2426  -0.045
24 H 3.0960 3.1239 0.9910  0.126
25 H 2.0160 3.1706 -0.4122  0.088
26 H 3.3602 2.0069 -0.3397  0.077
27 C 0.0794 -2.2999 -3.5578  -0.369
28 C 1.4471 -1.8300 -3.6170  -0.230
29 C 1.9212 -0.8924 -4.6538  -0.183
30 C 1.1388 0.4325 -4.7219  -0.130
31 C 0.3870 0.7342 -3.4433  -0.449
32 C -0.9681 0.4240 -3.3342  -0.229
33 C -1.6986 -0.5261 -4.2577  -0.160
34 C -0.9621 -1.8327 -4.5799  -0.151
35 H 1.8297 -1.4313 -5.6028  0.133
36 H 0.4527 0.3641 -5.5727  0.120
37 H 2.9897 -0.6596 -4.5597  0.118
38 H -0.4565 -1.7629 -5.5494  0.120
39 H -0.0579 -3.3978 -3.4455  0.145
40 H 2.2044 -2.5119 -3.2516  0.108
41 H -1.7205 -2.6263 -4.6699  0.128
42 H -2.7143 -0.7590 -3.8742  0.118
43 H -1.6326 1.1851 -2.9319  0.069
44 H -1.8896 -0.0295 -5.2253  0.139
45 H 1.8493 1.2550 -4.9298  0.136
46 H 0.8573 1.6160 -2.8790  0.082
47 P 0.0014 -1.6683 -1.8229  0.810
48 P -1.4278 1.0403 -0.2965  0.852
49 C -1.7190 -1.6832 -1.3339  -0.364
50 C -2.4471 -0.3787 -0.9694  -0.351
51 H -1.6455 -2.3648 -0.4713  0.037
52 H -2.1887 -2.2203 -2.1691  0.099
53 H -3.0009 0.0669 -1.7967  0.077
54 H -3.1697 -0.5922 -0.1798  0.059
55 C -2.3041 1.5386 1.2158  -0.217
56 H -1.7997 2.4035 1.6587  0.022
57 H -2.3056 0.7174 1.9425  0.021
58 H -3.3411 1.8075 0.9522  0.085
59 C -1.4067 2.6860 -1.1555  -0.244
60 H -2.4055 2.8746 -1.5584  0.067
61 H -0.6494 2.6988 -1.9535  0.015
62 H -1.1245 3.4595 -0.4353  0.038
63 C 0.9937 -2.9531 -1.0441  -0.229
64 H 1.8146 -2.4688 -0.5053  0.033
65 H 1.3926 -3.6944 -1.7578  0.078
66 H 0.3385 -3.4551 -0.3279  0.023
67 C 2.5758 -0.1612 -1.7667  -0.226
68 H 3.0883 0.3472 -0.9890  -0.056
69 H 2.8976 0.2346 -2.7418  0.028
70 H 2.7633 -1.2699 -1.7140  0.029
71 S -0.3406 -1.8723 1.7863  0.879
72 C -1.5960 -1.6847 2.8607  -0.691
73 C -1.2869 -1.7177 4.2573  -0.113
74 C -2.2151 -1.3147 5.2056  -0.066
75 C -3.5231 -0.9712 4.8358  -0.025
76 C -3.8993 -1.1172 3.4962  -0.055
77 C -2.9814 -1.5217 2.5253  -0.100
78 H -0.2974 -2.0565 4.5770  0.098
79 H -1.8967 -1.2921 6.2595  0.129
80 H -4.2379 -0.6923 5.5845  0.116
81 H -4.9417 -0.9311 3.1978  0.126
82 H -3.3161 -1.6998 1.4943  0.101

Cartesian forces, eV/Å:
Ir -1.0 -3.5 5.3
C -0.5 0.3 -0.9
C 0.8 0.8 2.6
C 0.7 -1.1 -0.1
C -1.4 0.2 0.8
C 1.0 -0.3 -0.3
C 0.8 -0.2 -0.5
H -0.1 -0.1 0.3
H 0.1 0.1 0.2
H -0.6 -0.1 -0.1
C 0.5 -0.2 0.4
H 0.2 0.6 0.0
H 0.2 0.2 -0.5
H -0.4 -0.1 0.0
C -0.3 0.4 0.3
H -0.2 0.0 0.0
H 0.2 0.1 -0.2
H 0.1 -0.2 0.0
C -0.5 0.6 -0.3
H -0.1 -0.4 -0.2
H 0.2 0.1 -0.1
H 0.1 -0.2 0.3
C 0.3 0.2 -0.8
H -0.2 -0.1 -0.1
H 0.1 0.1 -0.1
H -0.3 0.2 0.1
C -1.6 -0.4 0.9
C 2.0 -1.1 -1.7
C 0.5 0.2 -0.3
C 0.6 0.0 -0.2
C 0.9 1.2 -4.5
C -1.4 1.5 -0.4
C -0.1 -0.3 0.0
C 0.0 -0.3 0.0
H 0.0 0.2 -0.2
H -0.1 0.4 0.3
H -0.3 -0.4 0.2
H -0.2 -0.1 0.1
H 0.5 0.5 0.0
H 0.0 0.0 0.0
H 0.4 0.2 -0.1
H 0.6 0.3 0.0
H 0.2 -0.1 -0.1
H 0.1 0.2 0.4
H -0.4 -0.4 0.0
H -0.2 1.9 -1.8
P 0.5 0.4 -0.2
P 1.3 -0.4 0.1
C -0.5 -0.7 0.6
C -0.4 0.6 0.2
H -0.7 0.2 -0.2
H -0.4 0.2 0.4
H -0.2 -0.5 -0.1
H -0.1 0.0 -0.2
C 0.0 -0.2 0.3
H -0.3 -0.2 -0.2
H -0.1 0.3 -0.2
H 0.3 -0.1 0.1
C -0.7 -0.3 -0.6
H 0.1 0.5 -0.1
H -0.6 0.2 0.2
H -0.3 -0.3 0.0
C -0.1 -0.6 0.6
H -0.2 -0.3 0.0
H -0.3 0.4 0.4
H 0.3 -0.2 0.0
C 0.5 -1.1 -1.6
H 0.4 0.3 0.4
H 0.5 -0.4 0.5
H 0.1 1.5 0.0
S 0.3 -0.2 -0.8
C -1.1 -0.5 1.4
C -0.2 0.3 0.2
C 0.4 -0.2 0.4
C 0.8 -0.4 -0.5
C -0.2 -0.2 -0.7
C 0.0 0.3 0.2
H -0.4 0.3 -0.2
H -0.4 0.0 -0.5
H -0.2 0.2 0.2
H 0.6 -0.2 0.2
H 0.2 0.2 0.5